{
  "formula": "C5H7NO",
  "method": "the ωB97M-V functional and the def2-TZVPD basis",
  "symbols": ["O", "C", "C", "C", "C", "C", "N", "H", "H", "H", "H", "H", "H", "H"],
  "positions_angstrom": [[-1.45787, 1.76962, 1.43428], [-2.24273, 0.76510, 0.81239], [-1.31563, -0.22525, 0.25105], [-0.13184, -0.43908, 0.13451], [1.28951, -0.48183, -0.02185], [1.78338, -1.23327, -1.19528], [1.87890, 0.21630, -1.16670], [-0.77525, 1.29752, 1.93309], [-2.93553, 0.30073, 1.52301], [-2.81969, 1.25957, 0.02799], [1.86372, -0.40548, 0.89935], [1.00182, -1.69601, -1.79445], [2.71603, -1.77751, -1.11401], [1.14519, 0.64960, -1.72337]],
  "smiles": "OCC#C[C@H]1CN1",
  "fmax_ev_per_a": 0.7,
  "charge": 0,
  "relative_energy_ev": 3.8675,
  "homo_energy_ev": -9.37,
  "spin_multiplicity": 1,
  "gap_ev": 10.27,
  "e_tot_ha": -324.5823
}

***

{
  "formula": "C6H19N2Si",
  "method": "the ωB97M-V functional and the def2-TZVPD basis",
  "symbols": ["C", "C", "C", "C", "C", "C", "N", "N", "Si", "H", "H", "H", "H", "H", "H", "H", "H", "H", "H", "H", "H", "H", "H", "H", "H", "H", "H", "H"],
  "positions_angstrom": [[2.31575, -0.70556, 1.59385], [1.72681, -1.68220, -0.66757], [-3.15006, 0.57622, -0.51017], [-1.77094, 1.18944, -0.51137], [1.14777, -1.01620, 0.55906], [0.45576, 0.28755, 0.28443], [-3.12484, -0.53396, 0.42521], [-0.71677, 0.06039, -0.57685], [2.01416, 1.60621, -0.61337], [2.10676, -1.24615, 2.48847], [3.23515, -1.14864, 1.13092], [2.44089, 0.32522, 1.70385], [0.99689, -2.30965, -1.14577], [2.60105, -2.29856, -0.46980], [1.96066, -0.94097, -1.45414], [-3.70770, 1.46341, -0.28720], [-3.57556, 0.06253, -1.50069], [-1.80591, 1.53177, 0.61074], [-1.63273, 2.02491, -1.22111], [0.56785, -1.60929, 1.23898], [0.10413, 0.73426, 1.28073], [-3.90439, -1.01484, 0.25280], [-3.03426, -0.43709, 1.38246], [-0.40831, 0.01786, -1.54342], [-1.33714, -0.73219, -0.31937], [1.68949, 1.58633, -2.03862], [3.30240, 1.42255, 0.10751], [1.50309, 2.78664, -0.19957]],
  "smiles": "CC(C)[C@@H]([SiH3])[NH2+]CCN",
  "fmax_ev_per_a": 4.6,
  "charge": 1,
  "relative_energy_ev": 1.5829,
  "homo_energy_ev": -13.69,
  "spin_multiplicity": 1,
  "gap_ev": 11.09,
  "e_tot_ha": -638.6627
}

***

{
  "formula": "C5H32N2O11",
  "method": "the ωB97M-V functional and the def2-TZVPD basis",
  "symbols": ["C", "N", "C", "O", "C", "C", "N", "C", "H", "H", "H", "H", "H", "H", "H", "H", "H", "H", "H", "H", "H", "H", "O", "H", "H", "O", "H", "H", "O", "H", "H", "O", "H", "H", "O", "H", "H", "O", "H", "H", "O", "H", "H", "O", "H", "H", "O", "H", "H", "O"],
  "positions_angstrom": [[1.19337, -1.32149, 0.19428], [1.41236, -1.15981, 1.61957], [0.89880, -1.91859, 2.60565], [-0.01786, -2.71289, 2.61255], [1.35409, -0.04363, -0.65248], [0.18043, 0.02021, -1.69666], [1.62261, 1.14393, 0.08326], [2.16568, 2.19905, -0.87449], [0.07779, -1.61037, 0.06774], [1.64755, -2.25267, -0.16379], [2.36723, -0.86880, 1.80475], [1.35919, -1.76600, 3.62010], [2.23126, -0.28605, -1.25395], [-0.60894, 0.45235, -1.11223], [0.55586, 0.54009, -2.59912], [-0.16513, -0.96433, -2.04376], [0.84528, 1.62048, 0.60607], [2.54980, 1.66176, -1.77030], [2.84258, 2.77515, -0.27677], [1.42853, 3.00105, -1.01448], [-0.80045, 4.39914, -2.88768], [-0.12919, 3.80812, -4.23478], [-0.34202, 3.67333, -3.30778], [4.91363, 0.12765, 0.87701], [4.32957, 0.28373, 2.30772], [4.99578, -0.18265, 1.78904], [-1.55589, 3.13960, -0.51879], [-2.01902, 3.91906, 0.66960], [-2.37026, 3.46741, -0.11368], [-3.23929, -2.77856, -1.54362], [-3.00088, -4.16658, -0.90665], [-3.61606, -3.42541, -0.93823], [-0.49847, 2.87159, 3.47026], [-0.50390, 1.86990, 2.24079], [-0.99220, 2.19912, 3.00186], [-0.57319, -3.80319, 1.41267], [-0.69999, -5.38895, 1.01961], [-0.76168, -4.48575, 0.71819], [-2.76235, -0.54286, 1.39085], [-3.00908, -2.09234, 0.85187], [-2.57841, -1.24225, 0.75869], [4.25066, -2.44715, 2.09055], [2.99926, -2.79066, 2.91889], [3.37815, -2.86729, 2.04406], [-2.66811, 3.04572, -3.31972], [-2.71623, 1.53221, -3.21384], [-3.30112, 2.34207, -3.16534], [-3.89849, -0.28697, -0.77998], [-3.38007, 1.08868, -0.96742], [-3.39117, 0.22385, -1.42008]],
  "smiles": "CN[C@H](C)CNC=O.O.O.O.O.O.O.O.O.O.O",
  "fmax_ev_per_a": 4.2,
  "charge": 0,
  "relative_energy_ev": 4.5775,
  "homo_energy_ev": -9.30,
  "spin_multiplicity": 1,
  "gap_ev": 9.18,
  "e_tot_ha": -1146.7772
}

***

{
  "formula": "C18H30CaN6O",
  "method": "the ωB97M-V functional and the def2-TZVPD basis",
  "symbols": ["Ca", "N", "C", "C", "N", "C", "C", "N", "C", "C", "N", "H", "H", "H", "H", "H", "H", "H", "H", "H", "H", "H", "H", "H", "H", "H", "H", "H", "H", "O", "C", "C", "C", "C", "C", "C", "N", "H", "H", "H", "H", "H", "H", "H", "N", "C", "C", "C", "C", "C", "C", "H", "H", "H", "H", "H"],
  "positions_angstrom": [[-0.05332, -0.08128, -0.09242], [1.54064, -2.11053, 1.13248], [1.02742, -2.84234, 2.26418], [-0.07752, -1.99072, 2.96194], [-1.33680, -1.76732, 2.15016], [-2.27068, -0.98199, 2.92438], [-2.52127, 0.42456, 2.39327], [-1.31952, 1.22319, 1.96181], [-1.95318, -2.87968, 1.35567], [-2.81377, -2.19387, 0.28240], [-2.02754, -1.33309, -0.63702], [2.45408, -1.64150, 1.34000], [1.79544, -2.80069, 0.38254], [0.73313, -3.87838, 1.96026], [1.82409, -2.96473, 3.03283], [-0.34393, -2.46004, 3.93260], [0.25487, -0.96017, 3.25051], [-3.24927, -1.50990, 2.94919], [-1.91918, -0.77960, 3.98649], [-3.19992, 0.39160, 1.52568], [-3.07758, 0.98077, 3.15994], [-1.63911, 2.16932, 1.76850], [-0.59878, 1.26498, 2.68820], [-1.30828, -3.61355, 0.84639], [-2.63817, -3.45760, 2.02995], [-3.33071, -2.98264, -0.26517], [-3.53219, -1.58958, 0.81633], [-2.56916, -0.58547, -1.02516], [-1.56608, -1.89280, -1.36023], [0.82405, -1.12767, -1.75849], [0.38003, -1.24899, -3.05789], [-0.52042, -0.12780, -3.51422], [-0.86147, 0.09632, -4.85831], [-1.66942, 1.17591, -5.11603], [-2.15475, 1.97594, -4.02789], [-1.94616, 1.62229, -2.71624], [-1.13982, 0.55629, -2.52643], [2.63635, 0.11489, -0.78336], [-0.19468, -2.20248, -3.29107], [1.27467, -1.08247, -3.74856], [-0.46540, -0.58651, -5.68885], [-2.06767, 1.39485, -6.09447], [-2.73585, 2.86229, -4.20510], [-2.45484, 2.02566, -1.84164], [2.09671, 0.76183, -0.08027], [2.86017, 1.79192, 0.12561], [2.49319, 2.87736, 0.95819], [3.30188, 3.95893, 1.33240], [4.48893, 4.18678, 0.66326], [4.99425, 3.12580, -0.17654], [4.29563, 1.94565, -0.29839], [1.47749, 2.82433, 1.31784], [2.96845, 4.56702, 2.16415], [5.10992, 5.01694, 0.88653], [6.00054, 3.24627, -0.57155], [4.72450, 1.09172, -0.80838]],
  "fmax_ev_per_a": 5.0,
  "charge": 0,
  "relative_energy_ev": 0.0000,
  "homo_energy_ev": -5.30,
  "spin_multiplicity": 1,
  "gap_ev": 5.37,
  "e_tot_ha": -1785.2721
}

***

{
  "formula": "C5H12NO",
  "method": "the ωB97M-V functional and the def2-TZVPD basis",
  "symbols": ["C", "N", "C", "O", "C", "C", "C", "H", "H", "H", "H", "H", "H", "H", "H", "H", "H", "H", "H"],
  "positions_angstrom": [[-0.75055, -0.30698, 0.09522], [-0.13540, 1.07426, 0.01493], [-0.41619, 1.85355, 1.26505], [-1.68470, 2.02191, 1.57925], [0.39630, -1.32817, 0.21061], [1.46587, -1.24159, -0.87697], [0.95536, -1.85349, -2.16033], [-1.44385, -0.31544, -0.73800], [-1.29852, -0.25840, 1.04729], [-0.64807, 1.53670, -0.72849], [0.14648, 2.81343, 1.09214], [0.19740, 1.31891, 2.03610], [0.79165, -1.05752, 1.19646], [-0.02031, -2.34290, 0.26332], [2.33696, -1.78159, -0.48577], [1.76059, -0.20779, -1.04237], [0.19627, -1.19275, -2.58232], [1.73840, -1.81766, -2.93848], [0.70892, -2.90955, -2.09780]],
  "smiles": "CCCCNC[O-]",
  "fmax_ev_per_a": 2.4,
  "charge": -1,
  "relative_energy_ev": 0.5669,
  "homo_energy_ev": -2.35,
  "spin_multiplicity": 1,
  "gap_ev": 6.13,
  "e_tot_ha": -327.6752
}

***

{
  "formula": "C24H33N7O3",
  "method": "the ωB97M-V functional and the def2-TZVPD basis",
  "symbols": ["C", "N", "C", "O", "N", "C", "N", "C", "N", "C", "C", "O", "C", "H", "H", "C", "N", "C", "C", "O", "C", "C", "H", "H", "H", "H", "H", "H", "H", "H", "H", "H", "C", "N", "C", "C", "N", "C", "C", "C", "C", "C", "C", "H", "H", "H", "H", "H", "C", "C", "H", "H", "H", "H", "H", "H", "H", "H", "H", "H", "C", "H", "H", "H", "H", "H", "H"],
  "positions_angstrom": [[-3.59268, -4.94559, 0.20908], [-2.54107, -3.94964, 0.08258], [-1.25236, -4.44210, 0.24472], [-1.05625, -5.61604, 0.47142], [-0.21600, -3.53834, 0.13745], [-0.49449, -2.23469, -0.12353], [0.38782, -1.22336, -0.26611], [-0.34504, -0.14986, -0.51072], [-1.66970, -0.42668, -0.54456], [-1.79139, -1.77627, -0.28379], [-2.92952, -2.63334, -0.18241], [-4.10041, -2.31516, -0.29676], [-2.78027, 0.46622, -0.71971], [-2.45743, 1.33328, -1.29881], [-3.56021, -0.07373, -1.26092], [-3.33925, 0.90118, 0.65777], [-4.48757, 1.76471, 0.62596], [-5.68163, 1.17929, 0.04228], [-6.86554, 2.08490, 0.38395], [-6.66649, 3.38890, -0.11468], [-5.48710, 3.94843, 0.40978], [-4.26548, 3.08755, 0.07532], [-3.37394, 3.52326, 0.53131], [-4.13763, 3.06881, -1.02086], [-5.39529, 4.94183, -0.03285], [-5.56983, 4.03859, 1.50331], [-7.78281, 1.71787, -0.07843], [-6.99063, 2.11921, 1.47618], [-5.83330, 0.18336, 0.45927], [-5.60829, 1.09888, -1.05478], [-3.62329, -0.00377, 1.20197], [-2.54917, 1.40961, 1.22021], [0.19547, 1.23206, -0.74495], [1.61844, 1.40648, -0.59803], [2.10957, 1.13357, 0.74115], [3.56481, 1.59067, 0.85735], [4.35779, 0.89086, -0.12524], [5.71852, 0.69763, 0.07532], [6.42766, 1.33440, 1.09739], [7.76812, 1.06630, 1.30439], [8.44293, 0.16713, 0.49902], [7.75230, -0.47146, -0.51827], [6.41272, -0.21693, -0.72544], [5.89014, -0.74922, -1.50597], [8.26134, -1.18407, -1.15144], [9.49061, -0.03553, 0.66111], [8.29181, 1.57726, 2.09988], [5.94001, 2.06001, 1.72980], [3.85934, 1.14100, -1.46024], [2.41190, 0.66977, -1.56719], [2.36134, -0.41302, -1.38656], [2.03048, 0.88474, -2.56831], [3.89093, 2.22212, -1.67718], [4.47356, 0.62496, -2.19583], [3.61089, 2.68258, 0.71313], [3.92447, 1.34390, 1.85690], [2.05042, 0.06099, 0.97616], [1.49940, 1.68909, 1.45782], [-0.29823, 1.92079, -0.04855], [-0.07324, 1.54116, -1.76344], [1.15339, -3.97520, 0.29649], [1.71871, -3.74726, -0.60686], [1.61069, -3.45728, 1.13951], [1.14114, -5.04838, 0.47488], [-3.55442, -5.40014, 1.19858], [-4.54343, -4.43973, 0.05871], [-3.45334, -5.72657, -0.53774]],
  "smiles": "Cn1c(=O)c2c(nc(CN3CCN(c4ccccc4)CC3)n2CCN2CCOCC2)n(C)c1=O",
  "fmax_ev_per_a": 1.4,
  "charge": 0,
  "relative_energy_ev": 0.1264,
  "homo_energy_ev": -7.80,
  "spin_multiplicity": 1,
  "gap_ev": 8.30,
  "e_tot_ha": -1543.3962
}